ORCA calculation (wB97M-V/def2-TZVPD) on a cluster of 3 separate species, C23H49BIN3O4P in total in a non-equilibrium geometry.

Geometry as XYZ:
```
82
Properties=species:S:1:pos:R:3:forces:R:3
C -5.6304 0.1959 3.5223 -0.18 0.43 -0.22
C -7.0382 -0.3330 3.2561 0.39 -0.44 -0.02
I -8.2230 1.0725 2.1222 0.00 0.05 0.19
C -7.0665 -1.6834 2.5550 -0.44 0.21 -0.20
C -6.2697 -1.7630 1.2726 -0.57 -0.45 -0.57
C -5.4528 -3.0858 1.0897 0.56 0.72 -0.73
O -5.6366 -3.4976 -0.2379 -0.45 -0.25 -0.17
B -6.0466 -2.2059 -0.8482 0.43 -0.24 0.65
P -6.4526 -2.1551 -2.7470 0.30 -1.20 -0.42
N -5.8598 -3.3644 -3.6243 -0.06 0.29 0.16
O -7.0707 -1.7446 0.1071 -0.16 0.59 -0.14
H -4.8758 -0.4648 3.1209 0.22 -0.28 0.01
H -5.4669 0.3512 4.5794 0.08 -0.12 0.36
H -5.4798 1.1580 3.0558 0.15 0.25 -0.18
H -7.5248 -0.4564 4.2093 -0.56 0.25 0.16
H -8.0972 -1.9131 2.3097 -0.24 -0.24 -0.04
H -6.7432 -2.4443 3.2631 0.25 -0.07 0.24
H -5.6407 -0.8846 1.1577 0.60 0.06 0.39
H -5.7461 -3.8464 1.8041 0.00 -0.33 0.17
H -4.3898 -2.8246 1.1547 0.26 -0.13 0.74
H -5.0171 -1.5018 -0.7414 -0.09 0.40 -0.43
H -5.9330 -0.9267 -3.2215 -0.39 0.26 0.22
H -7.8636 -2.0060 -2.9312 0.07 0.32 -0.01
H -5.2374 -3.0067 -4.3378 -0.07 -0.07 -0.15
C 1.3367 -0.3070 1.2887 0.19 0.01 -0.17
C -0.1232 0.1976 1.1371 1.02 -0.04 0.59
C -1.1083 -0.7860 1.7719 -0.35 -0.29 -0.10
C -1.2813 -2.0726 0.9696 0.06 0.05 -0.10
C -1.6704 -1.7570 -0.4768 -0.21 -0.07 0.61
C -0.6828 -0.8059 -1.1489 0.72 -0.70 -0.75
N -0.4643 0.4108 -0.3012 -1.45 -0.20 0.41
O -1.4425 1.2416 -0.4240 0.43 0.29 -0.23
C 0.6386 -1.5498 -1.4238 0.13 0.05 0.18
C -1.2122 -0.3867 -2.5138 -0.24 0.35 -0.02
C -0.2024 1.5220 1.8874 -0.24 0.29 -0.11
H 1.3931 -1.3157 1.6998 -0.04 -0.04 -0.09
H 1.8728 -0.2973 0.3426 -0.06 -0.02 -0.03
H 1.9160 0.3397 1.9496 -0.17 0.04 0.13
H -2.0862 -0.3029 1.8649 0.03 0.09 -0.10
H -0.7766 -1.0119 2.7887 0.08 0.06 0.01
H -0.3634 -2.6694 1.0007 0.01 0.03 0.00
H -2.0584 -2.6889 1.4239 -0.01 0.01 0.01
H -1.7343 -2.6868 -1.0442 0.03 0.06 -0.15
H -2.6777 -1.3308 -0.4798 0.04 0.11 -0.09
H 1.3992 -0.8646 -1.8058 -0.01 0.02 0.00
H 0.4710 -2.3133 -2.1823 -0.13 0.03 -0.04
H 1.0423 -2.0633 -0.5538 -0.01 0.04 0.02
H -2.2016 0.0602 -2.4497 0.04 0.03 0.07
H -1.2877 -1.2650 -3.1528 0.03 -0.08 0.04
H -0.5389 0.3296 -2.9903 0.00 0.01 0.03
H 0.4579 2.2666 1.4376 -0.01 -0.01 -0.03
H 0.1162 1.3602 2.9173 0.06 -0.08 0.01
H -1.2122 1.9264 1.9101 0.02 -0.02 -0.11
C 4.9750 0.7740 -2.5488 -0.10 0.15 0.01
C 6.2258 1.2616 -1.7654 -0.57 -0.63 -0.90
C 6.5037 0.3596 -0.5605 0.02 0.00 0.44
C 5.5059 0.5383 0.5813 -0.01 0.08 -0.08
C 5.4276 2.0084 0.9938 0.27 -0.40 0.10
C 5.1104 2.9313 -0.1813 -1.18 0.34 0.02
N 6.0571 2.6757 -1.3118 1.07 -0.35 1.14
O 7.1998 3.2312 -1.0884 -0.19 0.26 -0.41
C 3.6463 2.7265 -0.6044 -0.04 -0.18 -0.14
C 5.2264 4.3865 0.2531 0.32 0.17 0.00
C 7.4032 1.1660 -2.7279 0.32 0.24 0.04
H 4.4479 -0.0310 -2.0352 -0.03 0.05 0.05
H 4.2660 1.5755 -2.7339 0.02 0.03 0.03
H 5.2517 0.4013 -3.5342 0.15 -0.09 0.06
H 7.5075 0.5753 -0.1803 0.01 0.10 -0.06
H 6.5151 -0.6797 -0.8951 -0.02 0.00 -0.09
H 4.5185 0.1693 0.2902 -0.01 0.02 -0.01
H 5.8140 -0.0666 1.4362 0.00 -0.01 0.00
H 4.6648 2.1399 1.7640 -0.06 0.08 -0.03
H 6.3809 2.3014 1.4450 0.04 0.07 -0.11
H 3.4146 3.2892 -1.5094 0.03 0.00 -0.02
H 2.9794 3.0839 0.1798 0.10 0.07 0.09
H 3.3866 1.6837 -0.7702 0.00 0.02 -0.05
H 6.2039 4.6149 0.6731 0.02 -0.04 -0.09
H 4.4779 4.5922 1.0174 -0.08 -0.07 0.00
H 5.0489 5.0585 -0.5876 0.01 -0.01 -0.02
H 7.2633 1.8298 -3.5822 -0.01 0.02 0.01
H 7.4692 0.1433 -3.0979 -0.09 -0.05 0.00
H 8.3512 1.4108 -2.2527 -0.07 0.09 0.02
```
Forces are in eV/Å.

Summary:
highest occupied orbital energy (alpha / beta) = -3.989 / -3.989 eV
<S²> = 2.008
2S+1 = 3
charge = -1
Kohn-Sham gap (alpha / beta) = 5.99 / 5.55 eV